The following is a DFT calculation (ωB97M-V/def2-TZVPD) of C54H64N4O4 as an isolated structure at a distorted geometry.

Element x y z (Å)
C: 1.857 -0.352 7.181
C: 2.479 -1.572 6.898
C: 2.679 -1.985 5.572
C: 2.299 -1.159 4.498
C: 2.546 -1.566 3.075
O: 1.510 -2.479 2.507
C: 0.459 -1.833 1.941
N: -0.252 -2.623 0.982
N: -1.401 -2.010 0.624
C: -2.251 -1.691 1.672
O: -2.332 -2.313 2.727
O: -3.064 -0.613 1.404
C: -3.994 -0.164 2.441
C: -3.564 1.110 3.127
C: -4.217 1.496 4.311
C: -3.881 2.687 4.949
C: -2.867 3.498 4.430
C: -2.226 3.116 3.248
C: -2.574 1.934 2.590
O: 0.169 -0.692 2.253
C: 1.722 0.087 4.790
C: 1.498 0.483 6.117
H: 1.660 -0.063 8.216
H: 2.799 -2.228 7.709
H: 3.134 -2.952 5.340
H: 2.585 -0.688 2.423
H: 3.464 -2.145 2.969
H: -4.960 -0.010 1.942
H: -4.138 -0.968 3.182
H: -5.003 0.841 4.696
H: -4.414 2.975 5.851
H: -2.587 4.421 4.939
H: -1.453 3.750 2.821
H: -2.086 1.649 1.658
H: 1.446 0.730 3.949
H: 1.022 1.443 6.320
C: -1.473 -5.676 -4.167
C: -1.069 -4.207 -4.143
C: 0.458 -4.093 -4.064
C: -1.546 -3.576 -5.460
C: -1.711 -3.394 -2.988
C: -1.437 -2.020 -2.948
C: -2.133 -1.198 -2.069
C: -3.208 -1.699 -1.335
C: -3.579 -3.035 -1.420
C: -4.951 -3.498 -0.867
C: -4.796 -4.178 0.493
C: -5.646 -4.385 -1.898
C: -5.882 -2.305 -0.638
C: -2.572 -3.886 -1.967
N: -2.138 -5.009 -1.182
C: -0.952 -5.083 -0.505
C: -0.087 -3.951 -0.339
C: 1.414 -4.305 -0.384
C: 1.908 -5.454 -1.004
C: 3.283 -5.738 -0.917
C: 4.140 -4.904 -0.197
C: 3.637 -3.703 0.294
C: 2.307 -3.359 0.063
N: -0.819 -6.398 -0.083
C: 0.231 -7.025 0.673
C: 0.456 -6.529 1.977
C: -0.680 -6.094 2.930
C: -0.138 -5.750 4.312
C: -1.767 -7.147 3.065
C: -1.316 -4.819 2.439
C: 1.786 -6.522 2.427
C: 2.653 -7.485 1.930
C: 2.226 -8.351 0.926
C: 1.052 -8.094 0.186
C: 0.791 -9.106 -0.985
C: 2.126 -9.609 -1.582
C: 0.008 -8.543 -2.162
C: 0.046 -10.318 -0.411
C: -2.056 -7.036 -0.296
C: -2.831 -6.202 -0.994
H: -2.566 -5.789 -4.199
H: -1.063 -6.146 -5.073
H: -1.079 -6.226 -3.309
H: 0.786 -3.060 -4.245
H: 0.835 -4.397 -3.077
H: 0.927 -4.730 -4.822
H: -1.241 -2.525 -5.537
H: -1.137 -4.114 -6.322
H: -2.642 -3.618 -5.519
H: -0.663 -1.591 -3.587
H: -1.863 -0.149 -1.946
H: -3.796 -1.015 -0.737
H: -4.210 -3.543 1.174
H: -5.788 -4.338 0.941
H: -4.305 -5.148 0.414
H: -5.910 -3.776 -2.773
H: -5.020 -5.203 -2.256
H: -6.569 -4.803 -1.477
H: -5.999 -1.704 -1.547
H: -6.877 -2.668 -0.349
H: -5.528 -1.663 0.178
H: -0.406 -3.136 -0.993
H: 1.269 -6.108 -1.605
H: 3.678 -6.632 -1.401
H: 5.180 -5.191 -0.038
H: 4.275 -3.010 0.849
H: 1.969 -2.331 0.187
H: 0.543 -4.890 4.278
H: -0.972 -5.471 4.968
H: 0.375 -6.606 4.762
H: -2.254 -7.351 2.104
H: -1.347 -8.073 3.456
H: -2.530 -6.770 3.761
H: -1.849 -4.933 1.491
H: -2.010 -4.377 3.156
H: -0.522 -4.104 2.277
H: 2.109 -5.836 3.203
H: 3.649 -7.604 2.357
H: 2.854 -9.198 0.678
H: 2.658 -10.285 -0.898
H: 1.932 -10.184 -2.500
H: 2.787 -8.772 -1.845
H: -1.032 -8.332 -1.901
H: 0.492 -7.654 -2.582
H: -0.015 -9.304 -2.959
H: -0.911 -10.012 0.029
H: -0.152 -11.051 -1.207
H: 0.647 -10.804 0.367
H: -2.232 -8.046 0.027
H: -3.814 -6.360 -1.375

The value obtained for the molar mass is 833.1 g mol⁻¹. The calculation puts the energy above the lowest of the compared OMol25 structures with the same formula, charge and spin at 27.1 kcal/mol. The HOMO energy is -0.22167 Ha. Its spin multiplicity is 1. The calculation puts the orbital gap at 5.2 eV.